The following is a quantum chemistry calculation of a structure of composition C4H4KO, from the Open Molecules 2025 dataset.

Element x y z (Å)
K (-0.5899, -0.2434, -1.5686)
O (1.4378, -1.4536, -0.5826)
C (1.0881, -2.3827, 0.3169)
C (-2.0787, 0.7195, 0.3888)
C (-3.1097, 0.0829, 0.1314)
C (0.3738, -2.2503, 1.4268)
H (0.4625, -3.0209, 2.1926)
H (-3.9518, -0.5887, 0.0724)
H (-0.2783, -1.4709, 1.8305)
H (2.3105, -1.6234, -0.9579)

frontier orbital gap (alpha / beta): 7.198 / 6.716 eV
net charge: 0
total energy: -22579.0136 eV
energy relative to the best compared isomer or geometry (same formula, charge and spin): 54.0 kcal/mol
expectation value of S²: 0.762
spin multiplicity: 2
F_max: 2.194 eV/A



The following is a quantum chemistry calculation of a cluster of 3 separate species, C23H40O7S2 in total, from the Open Molecules 2025 dataset.

Element x y z (Å)
S (-1.1948, 4.2192, -1.8892)
S (-1.5520, -0.4954, -4.0481)
O (-2.0785, -0.6392, -2.7122)
O (-0.7126, -1.5342, -4.5947)
O (1.1562, 0.3415, 6.4888)
O (4.7536, 0.2333, 3.9122)
O (3.1147, 0.5431, 5.4084)
O (-0.7280, 4.1481, -3.2542)
O (-2.5798, 3.9466, -1.6017)
C (-1.1121, -2.5990, 1.4317)
C (0.1781, -1.4718, 4.2888)
C (-0.7250, 1.0780, -4.2220)
C (1.5164, -0.8236, 4.3984)
C (-0.7435, 5.7908, -1.1610)
C (-1.1701, 1.5912, -5.5846)
C (3.6418, -0.0070, 4.2528)
C (0.2916, -3.0117, -0.6844)
C (-2.8859, -0.1506, -5.2065)
C (2.5810, -0.8255, 3.5888)
C (0.8839, -1.6709, -1.1724)
C (0.5976, 4.1701, 0.0799)
C (0.3832, -0.4062, -0.4569)
C (2.7141, -1.5049, 2.2575)
C (-1.1116, -2.9409, -0.0675)
C (-1.4373, -3.7890, 2.3257)
C (-0.2761, 5.4219, 0.2433)
C (1.8365, 0.0547, 5.5573)
C (-2.6760, 1.2997, -5.6599)
C (0.1977, -3.0000, 4.1545)
C (-1.1863, -3.5765, 3.8222)
C (3.7891, -0.9886, 1.2846)
C (-0.1664, 3.1958, -0.8231)
H (-1.0973, 1.7275, -3.4331)
H (1.5442, 4.4448, -0.3892)
H (0.1114, -0.6047, 0.5799)
H (-0.9585, 2.6548, -5.6790)
H (0.9755, -3.4675, 0.0422)
H (2.8623, -2.5720, 2.4441)
H (-0.3857, -1.2139, 5.1879)
H (0.8273, 3.7087, 1.0390)
H (-2.4846, -4.0680, 2.1781)
H (-0.8444, 2.5524, -0.2650)
H (-1.2992, -4.5422, 4.3191)
H (-2.7794, -0.8628, -6.0225)
H (0.2593, -3.7010, -1.5296)
H (-0.3616, -1.0153, 3.4529)
H (1.9713, -1.7087, -1.0649)
H (4.5066, -1.7720, 1.0473)
H (-3.2072, 1.9773, -4.9891)
H (-1.6145, 6.4408, -1.1972)
H (-0.1223, -2.2255, 1.6982)
H (-1.7192, -2.2218, -0.6216)
H (-0.6396, 1.0600, -6.3780)
H (0.3460, 0.9161, -4.1196)
H (-1.5940, -3.9120, -0.2101)
H (0.0638, 6.2054, -1.7641)
H (4.3467, -0.1486, 1.6867)
H (0.2730, 6.2412, 0.7046)
H (-1.9590, -2.9275, 4.2478)
H (0.9110, -3.3225, 3.3913)
H (0.5532, -3.4076, 5.1035)
H (0.4772, 2.5885, -1.4551)
H (1.1616, 0.3613, -0.4430)
H (3.3303, -0.6771, 0.3469)
H (-3.0683, 1.4521, -6.6642)
H (-0.4926, 0.0121, -0.9539)
H (-3.8266, -0.3167, -4.6877)
H (-1.8101, -1.7807, 1.6400)
H (1.7341, -1.4286, 1.7812)
H (0.6934, -1.5964, -2.2443)
H (-1.1392, 5.1994, 0.8738)
H (-0.8446, -4.6485, 1.9902)

structure (SMILES): CCCCCCCCCC1=C(CC)C(=O)OC1=O.O=S1(=O)CCCC1.O=S1(=O)CCCC1
frontier orbital gap: 9.823 eV
net charge: 0
total energy: -60502.8252 eV
spin multiplicity: 1
F_max: 0.386 eV/A



The following is a quantum chemistry calculation of a cluster of 2 separate species, C3H7N4O3 in total, from the Open Molecules 2025 dataset.

Element x y z (Å)
O (3.8408, -0.3244, -0.1989)
O (2.3558, 1.1252, 0.4858)
O (0.2676, -0.3657, 1.7384)
N (-0.5649, -1.3396, -0.6350)
N (2.6629, 0.1177, -0.1032)
N (-0.0592, 0.9142, -0.5618)
N (1.7526, -0.6974, -0.5142)
C (-1.8086, -0.6509, -0.2947)
C (0.4672, -0.3534, -0.3664)
C (-1.4671, 0.9647, -0.3776)
H (0.3970, 1.7151, -0.1283)
H (-2.1259, -0.9480, 0.7134)
H (-0.2075, -2.1972, -0.1071)
H (1.1077, -0.1819, 2.0668)
H (-2.6872, -0.8309, -0.9439)
H (-2.0466, 1.4661, -1.2426)
H (-1.8845, 1.5864, 0.4692)

frontier orbital gap (alpha / beta): 7.862 / 7.861 eV
net charge: -1
total energy: -15323.8241 eV
energy relative to the best compared isomer or geometry (same formula, charge and spin): 61.6 kcal/mol
spin multiplicity: 1
F_max: 3.140 eV/A



The following is a quantum chemistry calculation of a structure of composition C27H21F6N8OPTc, from the Open Molecules 2025 dataset.

Element x y z (Å)
Tc (-0.1223, -0.5179, -2.3016)
P (0.3909, 1.3913, 0.8519)
F (1.2275, 0.2643, 1.6162)
F (1.5472, 1.4138, -0.2424)
F (-0.1211, -0.3219, -0.3343)
F (-0.5783, 2.0348, -0.2307)
F (-0.8990, 0.8816, 1.6371)
F (0.7607, 2.5980, 1.6968)
O (-0.1266, -1.4325, 3.5895)
N (3.5878, -1.8666, -1.0311)
N (-2.1722, -0.6175, -2.0544)
N (0.1845, -2.7196, 1.8354)
N (1.8833, -1.0348, -2.0949)
N (-1.0440, -2.4375, 1.8653)
N (4.0690, -0.9255, -1.8355)
N (-3.7323, -1.9473, -1.2350)
N (-3.9580, -0.7049, -0.8211)
C (2.2069, -2.0855, 2.9331)
C (2.9934, -1.3073, 3.8142)
C (-2.5388, -0.9992, 3.0415)
C (2.2686, -1.9452, -1.1962)
C (4.8106, -1.4526, 2.2102)
C (0.7933, -2.1035, 2.8800)
C (0.1834, 2.4619, -3.4881)
C (4.0360, -2.2186, 1.3193)
C (-3.3397, -1.2161, 1.8793)
C (-2.9337, -0.0300, 3.9931)
C (1.2932, 4.6185, -3.7044)
C (-3.0231, 0.1055, -1.3172)
C (-4.0608, 0.7186, 3.7245)
C (-2.6750, -1.8886, -1.9804)
C (-4.9808, -0.4488, 0.1687)
C (0.0744, 1.2255, -2.9713)
C (-0.7831, 2.9091, -4.4662)
C (-4.3490, -0.3483, 1.5426)
C (3.0552, -0.4358, -2.4754)
C (-0.6847, 4.1520, -5.0224)
C (-4.7765, 0.5581, 2.5285)
C (4.4530, -2.5681, -0.0989)
C (4.2913, -1.0251, 3.4428)
C (1.2432, 3.3759, -3.1398)
C (0.3380, 5.0341, -4.6453)
C (2.8092, -2.6518, 1.7662)
C (-1.2740, -1.6207, 2.9264)
H (-1.4278, 4.4833, -5.7393)
H (0.3940, 6.0268, -5.0756)
H (-1.5889, 2.2435, -4.7296)
H (4.3696, -3.6496, -0.2598)
H (1.6264, -2.6437, -0.6957)
H (-5.6737, -1.3004, 0.1321)
H (-4.3928, 1.4587, 4.4405)
H (5.8484, -1.2361, 1.9801)
H (2.2562, -3.4003, 1.2218)
H (1.9918, 3.0396, -2.4380)
H (4.9179, -0.4369, 4.1007)
H (-5.5283, 0.4643, -0.0746)
H (3.1271, 0.3237, -3.2279)
H (5.4767, -2.2562, -0.3295)
H (-2.2832, -2.7441, -2.4987)
H (2.5742, -0.9141, 4.7291)
H (-5.6995, 1.1104, 2.3797)
H (-3.1015, -2.0524, 1.2410)
H (-2.3497, 0.1506, 4.8831)
H (-2.9647, 1.1672, -1.1661)
H (2.0992, 5.2968, -3.4462)

frontier orbital gap (alpha / beta): 5.015 / 4.762 eV
net charge: +4
total energy: -70059.0619 eV
expectation value of S²: 0.790
spin multiplicity: 2
F_max: 3.488 eV/A



The following is a quantum chemistry calculation of a structure of composition C14H39B2CuNO12V2, from the Open Molecules 2025 dataset.

Element x y z (Å)
Cu (0.2152, -2.8824, -0.5649)
V (1.8322, -0.1996, -3.3821)
V (-1.4291, 0.8715, -2.6031)
O (1.1507, 1.0646, -5.0115)
O (0.5302, 3.4456, -0.5069)
O (1.9329, 1.1501, 4.2778)
O (0.7024, 0.9297, -1.7383)
O (-0.2141, -0.1496, -4.3117)
O (1.8941, -3.3440, 1.1281)
O (-1.8451, 2.1910, -1.8053)
O (-3.8240, -1.9698, 2.3557)
O (-0.8787, 1.7031, -4.5235)
O (1.3854, -0.8879, -1.3024)
O (3.2895, 0.5491, -3.2138)
O (-0.6338, -0.3729, -0.9676)
N (-1.1618, -3.2333, 1.4967)
C (0.5489, -0.0865, -1.0150)
C (2.1873, 4.1041, -2.2194)
C (-1.3427, -2.0423, 2.3484)
C (1.2607, -3.5216, 2.3933)
C (-2.5952, -1.2836, 1.9448)
C (-0.4852, 0.9632, 4.5627)
C (-4.9761, -1.4675, 1.7720)
C (0.7234, 0.6461, 3.6915)
C (-0.1651, -4.1524, 2.0815)
C (0.7000, 1.2053, 2.2094)
C (0.7094, 5.8050, -0.8698)
C (3.2067, -2.7557, 1.0764)
C (0.8463, 4.4164, -1.4677)
C (-0.1111, 0.8584, -5.0350)
B (-3.6222, 0.3049, -2.9134)
B (2.5613, -2.2182, -3.8818)
H (3.0312, -1.7812, 1.5320)
H (-0.5161, 2.0339, 4.7647)
H (1.5806, 6.1196, -0.2953)
H (1.2733, -2.5821, 2.9458)
H (-2.0347, -3.7395, 1.5389)
H (1.4944, -2.1864, -3.7240)
H (2.7873, -1.5482, -4.6969)
H (2.8964, 3.6005, -1.5623)
H (3.0384, -1.8348, -2.9932)
H (-0.2286, 1.0006, 1.6766)
H (1.5234, 0.8279, 1.6031)
H (2.6301, 4.9465, -2.7509)
H (-4.9840, -0.3915, 1.5977)
H (0.6723, 2.6223, -0.9798)
H (-3.2900, 0.1962, -1.8926)
H (0.6531, 6.4640, -1.7362)
H (0.0320, 4.4102, -2.1921)
H (-0.0501, -4.9819, 1.3838)
H (2.8734, -3.2446, -3.9971)
H (-0.0939, 6.0238, -0.1664)
H (2.6575, 0.6991, 3.8384)
H (3.5295, -2.6647, 0.0392)
H (-2.6144, -1.2566, 0.8553)
H (0.9316, -0.4226, 3.6403)
H (-5.7922, -1.6956, 2.4577)
H (3.9018, -3.3938, 1.6221)
H (1.9437, 3.3781, -2.9951)
H (-0.3842, 0.4385, 5.5127)
H (-1.3525, 0.7160, 3.9504)
H (-0.4194, -1.4752, 2.2302)
H (-3.4501, 1.3286, -3.2077)
H (-4.6605, 0.0539, -3.0656)
H (-0.4643, -4.6265, 3.0163)
H (1.7998, -4.2983, 2.9357)
H (-2.6380, -0.2672, 2.3362)
H (-1.4794, -2.2120, 3.4164)
H (-2.9597, -0.2675, -3.5440)
H (-5.0992, -1.9086, 0.7829)
H (0.8694, 2.2781, 2.1172)

frontier orbital gap (alpha / beta): 7.325 / 4.714 eV
net charge: 0
total energy: -138567.0491 eV
expectation value of S²: 3.842
spin multiplicity: 4
F_max: 9.750 eV/A



The following is a quantum chemistry calculation of a structure of composition C3H3OYb, from the Open Molecules 2025 dataset.

Element x y z (Å)
Yb (2.1907, -0.0432, 0.2315)
O (-1.1288, 0.9615, 0.0349)
C (-2.4296, 0.0477, 0.0021)
C (-1.4504, -1.0489, -0.1022)
C (-0.3773, -0.0921, -0.1152)
H (-3.0098, 0.1398, 0.9270)
H (-1.4729, -2.1159, 0.1049)
H (-3.0006, 0.3146, -0.8957)

frontier orbital gap (alpha / beta): 8.226 / 8.600 eV
net charge: +2
total energy: -36714.2531 eV
energy relative to the best compared isomer or geometry (same formula, charge and spin): 0.0 kcal/mol
expectation value of S²: 0.757
spin multiplicity: 2
F_max: 1.546 eV/A



- spin multiplicity of number 6 (C3H3OYb)?
  2